1.
ORCA calculation (the ωB97M-V functional and the def2-TZVPD basis) on a structure of composition C29H27LuN4O2S4.

CARTESIAN COORDINATES (ANGSTROEM)
Lu  -0.191  -0.289  0.795
C  -3.247  -2.881  1.319
C  -2.075  -3.733  1.666
S  -0.566  -3.146  0.854
C  0.689  -4.068  1.764
C  1.948  -3.217  2.033
S  1.748  -1.509  2.596
C  0.873  -1.561  4.208
C  0.371  -0.201  4.734
S  -0.716  0.638  3.546
C  -2.318  0.071  4.203
C  -2.752  -1.260  3.598
S  -2.955  -1.125  1.780
H  -4.149  -3.208  1.784
H  -3.494  -2.943  0.243
H  -2.263  -4.768  1.357
H  -1.979  -3.771  2.742
H  1.021  -4.923  1.094
H  0.305  -4.552  2.672
H  2.448  -3.178  1.046
H  2.656  -3.780  2.689
H  1.576  -1.945  4.949
H  0.022  -2.255  4.123
H  1.211  0.447  4.909
H  -0.184  -0.306  5.689
H  -3.093  0.790  3.968
H  -2.365  -0.023  5.313
H  -3.712  -1.627  3.931
H  -1.988  -2.005  3.868
O  5.197  -0.098  -4.785
N  4.169  -0.751  -4.482
O  3.738  -1.687  -5.215
C  3.464  -0.379  -3.277
C  4.092  0.566  -2.488
C  3.635  0.985  -1.259
C  4.303  1.877  -0.392
C  3.614  2.242  0.799
C  2.341  1.777  1.076
N  1.747  0.852  0.290
C  2.311  0.439  -0.851
C  1.588  -0.392  -1.755
N  0.332  -0.849  -1.374
C  -0.397  -1.543  -2.296
C  0.141  -2.035  -3.490
C  1.452  -1.736  -3.797
C  2.176  -0.870  -2.947
H  5.035  0.934  -2.826
H  5.283  2.274  -0.708
H  3.968  2.987  1.539
H  1.823  2.083  2.007
H  -1.357  -1.739  -1.852
H  -0.485  -2.677  -4.106
H  1.921  -2.186  -4.681
N  -3.977  7.300  -4.859
C  -3.646  6.366  -4.260
C  -3.184  5.264  -3.477
C  -3.523  5.234  -2.149
C  -2.969  4.276  -1.318
C  -2.138  3.291  -1.784
C  -1.875  3.277  -3.169
C  -2.334  4.292  -3.959
C  -1.565  2.309  -0.979
C  -1.177  1.465  -0.146
H  -4.172  6.011  -1.747
H  -3.120  4.313  -0.219
H  -1.218  2.494  -3.541
H  -2.016  4.363  -4.993

Results
Energy relative to the best compared isomer or geometry (same formula, charge and spin) ... 0.607 eV
Electronic energy ... -4318.4774 a.u.
Molar mass ... 766.80 g mol⁻¹
Net charge ... +2

2.
ORCA calculation (the ωB97M-V functional and the def2-TZVPD basis) on a cluster of 2 separate species, C6H10O in total.

CARTESIAN COORDINATES (ANGSTROEM)
C  1.647  -0.504  -1.085
C  0.683  -0.820  -0.033
C  1.086  -0.076  1.258
C  -0.409  -1.522  -0.073
O  -1.361  -2.186  0.041
H  2.571  -0.836  -0.827
H  1.885  0.612  -1.329
H  1.354  -1.047  -2.082
H  1.807  -0.630  1.795
H  0.412  -0.051  2.064
H  1.629  0.912  1.135
C  -2.427  0.867  0.247
C  -1.353  1.051  -0.471
H  -3.233  0.475  -0.222
H  -2.362  1.330  1.173
H  -1.369  0.758  -1.433
H  -0.560  1.665  -0.159

Results
Energy relative to the best compared isomer or geometry (same formula, charge and spin) ... 3.056 eV
Electronic energy ... -309.7301 a.u.
Molar mass ... 98.14 g mol⁻¹
SMILES ... CC(C)=C=O.C=C

3.
ORCA calculation (the ωB97M-V functional and the def2-TZVPD basis) on a structure of composition C48H35N4O3Sc.

CARTESIAN COORDINATES (ANGSTROEM)
Sc  0.154  0.058  0.213
C  3.643  -6.658  -1.700
C  2.316  -6.577  -2.093
C  1.566  -5.448  -1.792
C  2.137  -4.389  -1.095
C  3.471  -4.480  -0.702
C  4.221  -5.606  -1.003
C  1.353  -3.164  -0.759
C  0.963  -2.994  0.570
C  1.226  -3.929  1.633
C  0.669  -3.421  2.755
C  0.035  -2.181  2.386
C  -0.736  -1.396  3.249
C  -0.826  -1.825  4.676
C  -0.111  -1.142  5.654
C  -0.192  -1.535  6.983
C  -0.990  -2.610  7.344
C  -1.708  -3.295  6.373
C  -1.625  -2.904  5.045
C  -1.449  -0.250  2.884
N  -1.437  0.350  1.658
C  -2.241  1.451  1.749
C  -2.462  2.387  0.739
C  -3.330  3.558  1.059
C  -4.628  3.634  0.561
C  -5.433  4.724  0.859
C  -4.947  5.748  1.659
C  -3.656  5.678  2.160
C  -2.852  4.588  1.862
C  -1.939  2.303  -0.557
C  -2.210  3.232  -1.622
C  -1.595  2.755  -2.731
C  -0.918  1.544  -2.350
N  -1.120  1.308  -1.016
C  -0.231  0.706  -3.230
C  0.335  -0.527  -2.909
C  0.984  -1.391  -3.860
C  1.423  -2.474  -3.177
C  1.049  -2.280  -1.799
N  0.382  -1.095  -1.664
C  -0.126  1.158  -4.651
C  0.997  1.851  -5.087
C  1.092  2.275  -6.405
C  0.065  2.008  -7.297
C  -1.058  1.314  -6.870
C  -1.153  0.891  -5.552
C  -2.814  1.525  3.071
C  -2.328  0.475  3.770
N  0.243  -1.935  1.059
H  4.225  -7.539  -1.936
H  1.858  -7.395  -2.633
H  0.528  -5.384  -2.095
H  3.916  -3.658  -0.154
H  5.256  -5.662  -0.693
H  1.759  -4.860  1.527
H  0.666  -3.851  3.742
H  0.513  -0.305  5.366
H  0.371  -0.999  7.736
H  -1.054  -2.915  8.380
H  -2.335  -4.133  6.648
H  -2.184  -3.431  4.282
H  -5.004  2.830  -0.059
H  -6.441  4.770  0.469
H  -5.574  6.599  1.892
H  -3.271  6.474  2.784
H  -1.843  4.531  2.254
H  -2.814  4.119  -1.534
H  -1.602  3.180  -3.721
H  1.082  -1.191  -4.914
H  1.950  -3.330  -3.562
H  1.795  2.055  -4.384
H  1.970  2.816  -6.734
H  0.139  2.340  -8.325
H  -1.862  1.101  -7.563
H  -2.027  0.349  -5.213
H  -3.507  2.278  3.406
H  -2.545  0.200  4.788
C  4.351  1.866  -0.235
C  2.849  1.906  -0.040
C  2.244  3.229  -0.478
O  2.212  0.895  -0.859
C  2.457  1.656  1.432
O  3.085  2.153  2.341
O  1.383  0.938  1.559
H  4.605  2.098  -1.270
H  4.747  0.879  0.018
H  4.826  2.586  0.428
H  2.495  3.421  -1.522
H  2.631  4.037  0.140
H  1.156  3.208  -0.382
H  2.789  0.123  -0.932

Results
Electronic energy ... -3055.8614 a.u.
Molar mass ... 760.79 g mol⁻¹

4.
ORCA calculation (the ωB97M-V functional and the def2-TZVPD basis) on the molecule C12H13NO.

CARTESIAN COORDINATES (ANGSTROEM)
C  1.482  2.339  -0.143
C  0.034  2.322  -0.525
C  -0.970  1.913  0.177
C  -1.962  1.238  0.735
C  -2.480  -0.097  0.216
O  -3.618  -0.349  0.272
N  -1.562  -1.050  -0.164
C  -2.120  -2.088  -1.017
C  -0.172  -1.034  0.103
C  0.706  -1.183  -0.942
C  2.089  -1.135  -0.636
C  2.511  -0.588  0.579
C  1.566  -0.316  1.576
C  0.244  -0.734  1.372
H  2.077  1.895  -0.889
H  1.730  1.885  0.860
H  1.920  3.406  -0.088
H  -0.006  2.759  -1.412
H  -2.661  1.592  1.521
H  -2.094  -1.807  -2.144
H  -1.705  -3.095  -1.122
H  -3.170  -2.381  -0.623
H  0.366  -1.300  -1.889
H  2.805  -1.367  -1.323
H  3.564  -0.486  0.913
H  1.861  0.172  2.463
H  -0.435  -0.513  2.129

Results
Energy relative to the best compared isomer or geometry (same formula, charge and spin) ... 3.017 eV
Electronic energy ... -594.9427 a.u.
Molar mass ... 187.24 g mol⁻¹
SMILES ... CC=C=CC(=O)N(C)c1ccccc1

5.
ORCA calculation (the ωB97M-V functional and the def2-TZVPD basis) on the molecule C17H26N4O2S.

CARTESIAN COORDINATES (ANGSTROEM)
C  -4.188  1.985  5.055
S  -2.501  1.365  4.583
C  -1.486  2.463  3.530
C  -1.239  1.871  2.143
C  -0.753  0.423  1.914
N  0.564  0.329  2.415
C  1.772  0.087  1.769
O  2.643  -0.339  2.523
N  2.087  0.547  0.543
C  3.390  0.434  -0.143
C  3.098  0.522  -1.666
C  2.992  -0.724  -2.357
C  2.530  -0.738  -3.708
C  1.947  0.416  -4.243
N  1.296  0.328  -5.462
C  2.023  1.669  -3.546
C  2.479  1.688  -2.300
C  -0.956  0.003  0.419
O  -0.781  0.912  -0.377
N  -1.335  -1.230  -0.140
C  -1.261  -1.527  -1.594
C  -0.911  -3.021  -1.697
C  -1.617  -3.631  -0.443
C  -1.466  -2.443  0.658
H  -4.615  1.377  5.835
H  -4.814  2.124  4.219
H  -4.230  2.935  5.580
H  -2.041  3.358  3.505
H  -0.483  2.714  3.985
H  -0.487  2.539  1.648
H  -2.223  1.910  1.692
H  -1.555  -0.096  2.535
H  0.675  0.095  3.394
H  1.260  0.647  -0.067
H  4.147  1.266  0.129
H  3.960  -0.485  0.109
H  3.381  -1.665  -1.977
H  2.620  -1.631  -4.277
H  1.410  -0.561  -5.992
H  1.172  1.184  -6.006
H  1.592  2.564  -4.000
H  2.400  2.597  -1.747
H  -0.536  -0.945  -2.131
H  -2.149  -1.296  -2.042
H  -1.150  -3.436  -2.694
H  0.141  -3.240  -1.485
H  -1.190  -4.553  -0.026
H  -2.617  -3.774  -0.667
H  -0.656  -2.512  1.277
H  -2.337  -2.504  1.324

Results
Energy relative to the best compared isomer or geometry (same formula, charge and spin) ... 2.685 eV
Electronic energy ... -1431.0246 a.u.
Molar mass ... 350.49 g mol⁻¹
SMILES ... CSCC[C@H](NC(=O)NCc1ccc(N)cc1)C(=O)N1CCCC1

6.
ORCA calculation (the ωB97M-V functional and the def2-TZVPD basis) on a structure of composition C7H6.

CARTESIAN COORDINATES (ANGSTROEM)
C  -1.421  -0.451  -0.556
C  -1.359  0.926  -0.287
C  1.755  0.318  -0.643
C  -0.387  -1.087  0.299
C  0.125  -0.084  1.312
C  -0.135  1.281  0.618
C  0.882  -0.314  0.147
H  -1.933  -1.205  -1.166
H  -1.889  1.758  -0.793
H  2.034  -0.045  -1.622
H  2.358  1.087  -0.173
H  -0.497  -2.094  0.499
H  0.468  -0.089  2.365

Results
Energy relative to the best compared isomer or geometry (same formula, charge and spin) ... 4.254 eV
Electronic energy ... -270.0798 a.u.
Molar mass ... 90.12 g mol⁻¹

7.
ORCA calculation (the ωB97M-V functional and the def2-TZVPD basis) on a cluster of 3 separate species, C21H27F19INO6S2 in total.

CARTESIAN COORDINATES (ANGSTROEM)
C  4.521  4.054  -0.724
C  4.406  3.207  -2.159
C  2.972  2.347  -2.199
I  2.985  1.117  -0.362
N  2.969  1.543  -3.480
C  1.627  1.539  -4.175
C  0.334  1.319  -3.193
C  -0.899  0.495  -3.971
F  -0.878  0.989  -5.367
F  -0.501  -0.957  -3.842
C  -2.260  0.871  -3.124
F  -1.894  0.821  -1.693
F  -2.542  2.321  -3.444
C  -3.600  0.038  -3.550
F  -4.706  0.976  -3.976
F  -3.243  -0.667  -4.842
C  -4.069  -1.145  -2.539
F  -4.791  -2.164  -3.391
F  -2.908  -1.919  -1.956
S  -5.224  -0.701  -1.159
F  -4.747  0.933  -1.061
F  -3.969  -1.115  -0.021
F  -5.713  -2.379  -1.117
F  -6.566  -0.397  -2.178
F  -6.252  -0.427  0.184
C  3.548  0.156  -3.310
O  2.678  -0.888  -3.223
O  5.013  0.028  -3.306
C  5.459  -1.365  -3.449
C  5.588  -1.991  -1.933
C  6.419  -1.039  -0.879
S  7.877  -0.125  -1.641
H  5.253  4.986  -0.862
H  5.038  3.395  0.126
H  3.455  4.397  -0.321
H  5.286  2.415  -2.128
H  4.470  3.919  -3.098
H  2.126  3.188  -2.156
H  1.689  0.735  -5.041
H  1.524  2.587  -4.718
H  0.603  0.648  -2.243
H  -0.041  2.393  -2.849
H  4.822  -2.016  -4.193
H  6.560  -1.344  -3.912
H  6.079  -3.075  -1.959
H  4.482  -2.079  -1.494
H  6.855  -1.734  -0.023
H  5.743  -0.239  -0.346
H  7.876  1.196  -1.106
C  2.349  -1.997  5.089
C  2.864  -0.797  4.315
O  4.288  -0.877  4.144
C  4.727  -1.694  3.135
O  3.980  -2.337  2.402
C  6.250  -1.654  3.032
F  6.864  -1.762  4.246
F  6.697  -0.487  2.484
F  6.760  -2.655  2.261
H  2.880  -2.097  6.040
H  1.278  -1.898  5.288
H  2.513  -2.926  4.534
H  2.663  0.117  4.883
H  2.360  -0.692  3.347
C  -8.404  -0.305  2.365
C  -9.536  -0.256  3.376
O  -9.088  -0.714  4.661
C  -8.397  0.197  5.417
O  -8.154  1.345  5.052
C  -8.021  -0.399  6.772
F  -7.503  -1.657  6.668
F  -9.097  -0.499  7.605
F  -7.090  0.339  7.440
H  -7.969  -1.308  2.324
H  -8.763  -0.032  1.369
H  -7.596  0.381  2.642
H  -10.338  -0.931  3.059
H  -9.971  0.748  3.449

Results
Electronic energy ... -4313.6632 a.u.
Molar mass ... 941.45 g mol⁻¹
SMILES ... CC[C@H](I)N(CCC(F)(F)C(F)(F)C(F)(F)C(F)(F)S(F)(F)(F)(F)F)C(=O)OCCCS.CCOC(=O)C(F)(F)F.CCOC(=O)C(F)(F)F

8.
ORCA calculation (the ωB97M-V functional and the def2-TZVPD basis) on a structure of composition C25H30ClN5PdSSi.

CARTESIAN COORDINATES (ANGSTROEM)
Pd  -0.174  -0.277  -0.704
C  -5.663  1.203  0.756
N  -4.824  0.787  -0.337
C  -5.233  0.602  -1.646
C  -4.142  0.207  -2.329
N  -3.079  0.138  -1.452
C  -3.492  0.507  -0.204
S  -2.675  0.626  1.261
C  -1.727  -0.199  -1.944
C  -1.775  -1.299  -2.911
C  -0.926  -1.298  -3.968
C  -0.008  -0.212  -4.145
C  -0.064  0.819  -3.244
N  -0.977  0.954  -2.249
H  -6.641  1.468  0.353
H  -5.217  2.060  1.259
H  -5.765  0.403  1.491
H  -6.248  0.769  -1.958
H  -4.003  -0.035  -3.367
H  -2.444  -2.132  -2.724
H  -0.920  -2.136  -4.657
H  0.742  -0.212  -4.925
H  0.636  1.648  -3.322
C  2.454  -2.043  -1.621
C  2.967  -0.738  -1.074
C  4.336  -0.484  -1.098
C  4.767  0.772  -0.660
C  3.857  1.707  -0.254
C  2.447  1.413  -0.254
N  2.064  0.137  -0.630
N  1.513  2.260  0.058
Si  1.222  3.897  0.101
C  -0.564  4.182  0.595
C  1.481  4.710  -1.590
C  2.292  4.903  1.318
H  2.690  -2.876  -0.954
H  2.921  -2.249  -2.589
H  1.374  -1.992  -1.754
H  5.021  -1.234  -1.470
H  5.826  1.018  -0.657
H  4.173  2.692  0.070
H  -1.212  3.620  -0.082
H  -0.831  5.244  0.560
H  -0.762  3.799  1.599
H  0.790  4.273  -2.315
H  2.499  4.545  -1.952
H  1.302  5.790  -1.548
H  2.253  4.458  2.316
H  1.944  5.940  1.393
H  3.340  4.920  1.004
Cl  -3.823  -5.998  -2.312
C  -2.752  -4.873  -1.480
C  -1.384  -4.950  -1.664
C  -0.544  -4.074  -0.993
C  -1.033  -3.072  -0.126
C  -0.190  -2.091  0.525
C  -2.443  -3.044  0.034
C  -3.285  -3.916  -0.621
H  -0.969  -5.697  -2.330
H  0.523  -4.157  -1.158
H  0.841  -2.423  0.659
H  -0.616  -1.739  1.466
H  -2.859  -2.276  0.678
H  -4.357  -3.852  -0.476

Results
Energy relative to the best compared isomer or geometry (same formula, charge and spin) ... 0.000 eV
Electronic energy ... -2520.2362 a.u.
Molar mass ... 602.58 g mol⁻¹
Net charge ... -2

Kohn-Sham gap: 5.960 9.190 5.913 9.263 8.596 8.629 6.199 4.631 (eV)